[1]
Density functional theory data (ωB97M-V with the def2-TZVPD basis set) for a cluster of 6 separate species, C18H48O6 in total at a distorted geometry.

Calculated values
* HOMO: -8.74 eV
* total energy: -31727.0329 eV
* energy above the lowest of the compared OMol25 structures with the same formula, charge and spin: 60.34 kcal/mol
* gap between HOMO and LUMO: 9.39 eV
* molar mass: 360.6 g/mol
* charge: 0
* SMILES: CC(C)O.CC(C)O.CC(C)O.CC(C)O.CCOCC.CCO
* 2S+1: 1

Structure (XYZ):
```
72
Properties=species:S:1:pos:R:3:forces:R:3
C 4.42946 -1.68359 2.29053 0.4 -0.1 -0.2
C 4.36780 -0.35458 3.04669 0.0 -0.7 -0.5
O 4.54520 -0.49226 4.44113 -0.2 0.3 0.0
C 3.73307 -1.48695 5.07821 0.9 1.2 1.5
C 3.96366 -1.31091 6.56976 1.0 0.2 0.2
H 5.30469 -2.25482 2.60600 0.1 0.0 -0.2
H 3.57764 -2.36054 2.38413 -0.2 0.3 0.4
H 4.47697 -1.48115 1.22001 0.4 0.0 0.0
H 5.20248 0.28472 2.75880 0.0 0.0 -0.3
H 3.43874 0.15482 2.75702 1.1 -0.6 0.3
H 2.68417 -1.25786 4.87851 1.5 -1.1 0.4
H 4.10924 -2.46041 4.77045 -0.4 -0.3 -0.1
H 5.03367 -1.32002 6.80561 0.0 -0.5 -0.1
H 3.46456 -2.09265 7.14025 -0.1 0.1 0.1
H 3.70345 -0.31706 6.94119 -0.7 -0.1 -0.2
C -3.25933 -1.20008 -0.37105 0.4 1.6 0.6
C -3.77617 0.27884 -0.28651 0.7 -2.0 -0.5
C -2.98987 1.06047 0.74502 -0.4 0.9 0.0
O -3.64109 0.88335 -1.55226 -0.7 0.5 -0.4
H -2.22048 -1.05980 -0.68693 0.0 -0.6 -0.2
H -3.81200 -1.83327 -1.05582 -0.1 0.1 -0.1
H -3.24751 -1.61044 0.64018 -0.1 -0.3 -0.1
H -4.84981 0.21600 -0.10046 0.0 0.5 0.3
H -1.97200 1.28818 0.41728 0.1 -0.5 -0.2
H -2.94623 0.60162 1.73056 -0.2 0.0 0.0
H -3.45653 2.04912 0.79571 0.0 0.0 0.4
H -2.77317 0.72182 -1.93122 0.1 -0.2 0.2
C -0.60103 3.01254 -4.50978 -0.4 0.4 0.6
C 0.17973 2.21676 -3.44143 0.2 1.5 -1.4
C 0.88915 3.19852 -2.52699 0.2 -0.1 1.1
O -0.66519 1.39747 -2.68056 -0.4 -0.2 0.3
H -1.02103 2.39750 -5.30468 0.2 -0.1 0.0
H -0.00783 3.83381 -4.91625 0.3 -0.4 -0.3
H -1.42859 3.55578 -4.03643 -0.1 -0.3 0.1
H 0.93676 1.63567 -3.99269 -0.1 -0.2 0.3
H 1.53214 2.68131 -1.80605 0.1 -0.1 -0.2
H 0.19727 3.75346 -1.88531 -0.3 -0.1 -0.3
H 1.49165 3.94912 -3.03726 0.0 -0.3 -0.3
H -1.39460 1.04819 -3.23618 0.5 0.1 -0.1
C -3.69446 -2.15177 -4.56682 -0.6 0.6 0.6
C -3.28172 -0.73093 -4.94088 0.5 -0.7 -0.1
C -4.42060 0.25462 -4.94615 0.8 0.8 -0.2
O -2.24434 -0.26219 -4.06043 -0.1 0.3 0.4
H -2.81083 -2.75467 -4.36516 -0.1 -0.4 -0.4
H -4.39747 -2.54500 -5.30213 0.5 -0.3 -0.3
H -4.29563 -2.15249 -3.65105 0.3 0.2 0.2
H -2.80556 -0.74736 -5.92682 -0.3 -0.1 -0.2
H -4.94612 0.32107 -3.99617 -0.1 -0.3 0.0
H -5.06242 0.05431 -5.80145 -0.3 -0.1 0.2
H -3.97541 1.24124 -5.11758 -0.2 0.0 0.0
H -1.49304 -0.86865 -4.02895 -0.2 -0.2 0.0
C 1.76227 1.14067 3.37995 -0.4 0.1 -0.5
C 0.79699 0.10082 3.89381 -1.3 0.4 0.8
C -0.51656 -0.00903 3.13888 -0.3 0.6 -0.5
O 1.49821 -1.14800 3.92675 -2.2 0.3 -1.8
H 2.02872 0.84268 2.35835 -0.1 0.1 0.2
H 2.63564 1.11886 4.02952 0.0 0.4 -0.1
H 1.40207 2.15989 3.23843 -0.4 0.0 0.6
H 0.47979 0.30828 4.92838 0.5 0.2 0.0
H -1.04333 -0.93337 3.38750 0.2 -0.2 -0.3
H -0.39014 0.14136 2.06191 0.1 -0.6 0.1
H -1.23567 0.77490 3.39589 0.3 0.1 0.4
H 0.90642 -1.83203 3.60238 -0.1 -0.1 0.0
C 2.19752 -0.72295 -0.31900 -0.4 -1.0 0.2
C 0.75905 -1.27441 -0.44052 0.5 1.4 -1.2
O 0.21701 -0.99391 -1.73657 0.2 -0.1 -0.1
H 2.90603 -1.40144 -0.79813 -0.1 0.1 -0.2
H 2.48061 -0.72191 0.73381 0.0 0.3 0.0
H 2.29527 0.26215 -0.76992 -0.1 0.1 0.1
H 0.11481 -0.73055 0.25914 0.1 -0.7 0.4
H 0.76494 -2.35824 -0.36289 -0.3 0.0 0.5
H 0.16889 -0.02462 -1.86327 -0.2 -0.4 0.0
```
Positions in Å, forces in eV/Å.

Mulliken atomic charge list, values in e, 6 entries: -1.390 0.759 -0.441 0.442 -1.537 0.384


[2]
Density functional theory data (ωB97M-V with the def2-TZVPD basis set) for a structure of composition C18H49AlFO15P4S at a distorted geometry.

Calculated values
* HOMO: -5.31 eV
* total energy: -107476.2123 eV
* energy above the lowest of the compared OMol25 structures with the same formula, charge and spin: 67.62 kcal/mol
* gap between HOMO and LUMO: 4.87 eV
* molar mass: 707.5 g/mol
* charge: -1
* 2S+1: 1

Structure (XYZ):
```
89
Properties=species:S:1:pos:R:3:forces:R:3
O -3.33106 2.65659 6.79430 1.8 1.2 0.1
P -2.16639 3.67219 6.63213 -1.7 -0.7 -0.3
Al -2.10723 4.35454 4.36389 -0.4 -1.5 -0.5
S -1.30853 6.54745 4.43780 -1.5 3.6 4.1
O -2.51135 7.45833 4.29681 3.0 -1.9 -1.1
O -0.71887 6.82557 5.81528 -0.3 -1.2 -3.6
F -0.08461 6.85559 3.31715 -1.1 0.2 0.8
H -0.87257 3.13984 6.99509 -0.5 0.4 0.3
H -2.34115 4.87865 7.41513 0.4 -0.7 0.1
H -3.61580 4.26317 3.86353 0.1 0.4 0.0
H -1.17345 3.38609 3.51762 0.3 0.2 0.0
O 0.98355 1.58255 2.05263 0.0 0.1 4.5
P 1.89425 0.48533 2.61967 1.8 -2.7 -8.4
O 3.22376 0.95092 1.74954 0.2 0.4 0.7
C 3.92279 2.11608 2.16198 0.3 0.2 0.0
C 4.70691 1.87570 3.43945 0.0 0.0 0.2
O 1.29653 -0.69021 1.60187 -0.1 -0.3 1.3
C -0.09546 -0.69726 1.27846 -0.2 0.3 -0.5
C -0.30969 -0.10432 -0.10419 0.0 0.0 -0.2
O 2.85985 -0.71413 3.36821 -1.6 2.3 2.3
C 3.36125 -1.87808 2.71618 0.1 -0.8 -0.2
C 4.38640 -1.62037 1.62691 -0.2 0.2 -0.4
H 3.22713 2.95120 2.28410 0.0 0.0 0.0
H 4.61388 2.37824 1.35609 -0.1 -0.1 0.0
H 4.03398 1.66684 4.27689 0.1 0.1 0.0
H 5.30892 2.75194 3.69524 -0.1 0.0 0.0
H 5.36895 1.01292 3.33679 0.0 0.1 0.0
H -0.67722 -0.16426 2.03453 0.1 0.1 -0.1
H -0.43817 -1.73655 1.28911 0.2 0.0 0.1
H 0.24112 0.83049 -0.23551 -0.2 0.0 0.2
H -1.36963 0.08796 -0.28442 0.1 0.0 0.0
H 0.05633 -0.78967 -0.87269 0.0 -0.1 0.0
H 2.54309 -2.50322 2.35230 0.0 0.2 -0.1
H 3.85154 -2.46135 3.50188 -0.1 0.3 0.2
H 3.92347 -1.18936 0.73728 0.1 0.0 0.1
H 4.86179 -2.55857 1.32409 -0.1 -0.1 0.2
H 5.16338 -0.93678 1.96949 0.0 0.0 0.0
O -1.69876 2.58101 -2.03941 -2.6 -2.6 -2.9
P -2.06818 3.41568 -3.27338 4.4 7.4 3.3
O -0.50924 3.78136 -3.69460 -0.3 -0.7 -0.5
C 0.28376 2.76505 -4.28817 0.3 -0.1 -0.2
C -0.14966 2.47826 -5.71467 -0.1 -0.1 -0.1
O -2.45279 4.76722 -2.38760 -0.8 -0.7 -0.9
C -3.10378 4.61350 -1.12307 0.2 0.0 0.7
C -2.10894 4.74791 0.01597 0.2 0.1 0.0
O -2.61852 4.22340 -4.67867 -0.9 -3.6 0.3
C -2.57969 5.63607 -4.87237 -0.3 0.9 -0.1
C -1.19020 6.23823 -4.97370 0.2 -0.1 0.4
H 0.24985 1.85566 -3.68101 0.0 0.0 0.0
H 1.31701 3.12261 -4.28802 -0.1 0.1 0.1
H -1.16273 2.06443 -5.73909 0.0 0.0 0.0
H 0.52487 1.75893 -6.18746 0.0 0.0 0.1
H -0.16212 3.39252 -6.31198 0.0 -0.1 0.1
H -3.62837 3.65638 -1.06742 0.1 0.1 0.0
H -3.86280 5.39706 -1.04734 0.1 0.0 -0.2
H -1.20661 4.15522 -0.15663 -0.2 -0.1 0.0
H -2.55963 4.43201 0.95949 0.0 0.0 0.0
H -1.78174 5.78493 0.11664 -0.1 0.0 0.0
H -3.18127 6.14872 -4.11946 0.2 -0.2 0.1
H -3.08776 5.81146 -5.82575 0.0 -0.4 0.0
H -0.68809 6.24835 -4.00458 0.0 -0.1 -0.1
H -1.25070 7.27473 -5.31941 -0.2 -0.1 0.0
H -0.56721 5.67921 -5.67226 0.0 0.0 0.0
O 0.49849 -4.62682 -1.79453 -3.6 2.4 1.1
P -0.56580 -5.45182 -1.05759 4.7 -7.4 -0.4
O 0.42073 -5.98344 0.15968 -0.5 0.7 0.0
C 0.79219 -5.06243 1.17611 0.2 0.2 0.5
C -0.36910 -4.75443 2.10346 -0.1 0.1 0.0
O -0.47847 -6.74434 -2.10316 -0.9 0.6 0.1
C -0.24632 -6.51264 -3.49095 0.5 0.0 -0.2
C 1.20737 -6.79648 -3.83355 0.1 -0.1 0.0
O -1.89775 -6.21355 -0.30176 -0.1 3.8 -0.6
C -2.09570 -7.62434 -0.22941 -0.4 -0.9 -0.1
C -1.08467 -8.37785 0.61532 0.4 0.1 -0.2
H 1.18716 -4.14499 0.72952 0.0 0.0 0.0
H 1.60100 -5.52463 1.74873 0.0 -0.1 -0.2
H -1.17091 -4.23871 1.56536 0.0 0.0 0.1
H -0.04607 -4.11566 2.93003 0.0 0.0 -0.1
H -0.79676 -5.67120 2.51517 0.1 0.1 0.0
H -0.53050 -5.49554 -3.77184 0.1 -0.1 0.1
H -0.89271 -7.19029 -4.05598 -0.1 0.0 0.2
H 1.89214 -6.33265 -3.11900 -0.2 0.2 -0.1
H 1.44919 -6.43234 -4.83480 0.0 -0.1 0.0
H 1.40159 -7.87064 -3.79644 0.0 0.0 -0.1
H -2.18116 -8.05717 -1.22800 0.2 0.2 0.0
H -3.07831 -7.75500 0.23386 0.0 0.4 0.0
H -0.11240 -8.43062 0.12180 -0.1 0.1 0.1
H -1.42109 -9.40576 0.78176 -0.2 0.1 -0.1
H -0.94655 -7.90062 1.58553 0.0 0.0 0.0
```
Positions in Å, forces in eV/Å.

Mulliken atomic charge list, values in e, 6 entries: -0.695 0.314 0.128 0.914 -0.593 -0.605